1.
Below is 2 unconnected molecules or ions with the total composition C24H38N5O5 in a non-equilibrium geometry, with properties calculated with the ωB97M-V functional and the def2-TZVPD basis.

Structure (XYZ):
```
72
Properties=species:S:1:pos:R:3:lowdin_charge:R:1
C -6.060 1.114 -2.379 -0.12
C -5.257 0.061 -3.357 -0.19
C -3.691 0.525 -3.269 -0.16
O -2.758 -0.613 -3.452 -0.07
N -1.813 -0.519 -2.497 -0.09
C -1.580 -1.364 -1.315 0.09
N -0.462 -0.864 -0.520 -0.02
C 0.145 -1.328 0.770 -0.10
C 1.790 -1.332 0.747 -0.17
C 2.446 -0.713 2.086 -0.20
C 2.661 0.885 2.073 -0.22
C 3.673 1.429 0.935 -0.21
C 3.380 2.963 0.519 -0.23
C 4.105 4.073 1.450 -0.19
C 2.928 5.077 2.002 -0.21
C 1.956 4.335 3.070 -0.19
C 1.399 5.329 4.213 -0.20
O 0.041 4.978 4.655 -0.24
C 0.063 3.824 5.535 -0.14
C -0.028 0.312 -1.272 -0.11
N 1.045 1.277 -0.960 0.11
C -0.847 0.606 -2.577 -0.09
N -0.712 1.705 -3.556 0.16
C -0.359 1.231 -4.744 -0.09
O 0.271 1.002 -5.806 0.16
H -7.182 1.166 -2.637 0.09
H -5.859 0.732 -1.300 0.09
H -5.541 2.149 -2.512 0.08
H -5.400 -0.974 -2.880 0.11
H -5.664 0.156 -4.428 0.12
H -3.469 1.346 -4.066 0.14
H -3.574 1.048 -2.246 0.13
H -2.189 -2.306 -1.022 0.17
H -0.256 -2.402 0.957 0.14
H -0.201 -0.601 1.604 0.14
H 2.074 -2.464 0.741 0.12
H 2.217 -0.909 -0.240 0.10
H 3.462 -1.233 2.266 0.13
H 1.773 -0.972 2.999 0.12
H 3.154 1.154 3.097 0.12
H 1.685 1.504 2.035 0.09
H 3.531 0.790 -0.024 0.09
H 4.786 1.375 1.270 0.13
H 2.246 3.148 0.597 0.07
H 3.701 3.102 -0.587 0.12
H 4.736 4.738 0.731 0.11
H 4.746 3.646 2.302 0.12
H 3.386 6.033 2.480 0.12
H 2.264 5.444 1.130 0.12
H 1.040 3.919 2.502 0.11
H 2.539 3.422 3.468 0.09
H 2.093 5.282 5.139 0.14
H 1.335 6.390 3.768 0.13
H 0.147 4.103 6.661 0.10
H -0.925 3.210 5.450 0.10
H 0.915 3.070 5.285 0.09
H 0.943 2.153 -1.500 0.10
H 0.881 1.539 0.042 0.08
C -1.289 -4.873 -2.393 -0.10
C -0.296 -5.147 -1.456 -0.08
C -0.175 -6.427 -0.922 0.00
C -1.052 -7.428 -1.339 -0.13
C -2.053 -7.157 -2.272 0.01
C -2.169 -5.873 -2.798 -0.06
N -0.912 -8.784 -0.799 -0.34
O -0.033 -8.978 0.032 0.08
O -1.679 -9.644 -1.213 0.09
H -1.377 -3.874 -2.811 0.09
H 0.386 -4.361 -1.143 0.09
H 0.604 -6.626 -0.193 0.12
H -2.744 -7.929 -2.599 0.13
H -2.943 -5.653 -3.527 0.11
```

The net charge is +1. The calculation puts the HOMO energy at -0.42585 Eh.



2.
Below is C24H38N6S in the gas phase, with properties calculated with the ωB97M-V functional and the def2-TZVPD basis.

Structure (XYZ):
```
69
Properties=species:S:1:pos:R:3:lowdin_charge:R:1
C -0.024 0.216 1.832 -0.10
C -0.907 1.188 1.061 -0.26
C -2.161 1.565 1.847 -0.19
C -3.066 2.515 1.057 -0.21
N -3.728 1.820 -0.039 -0.20
C -4.983 1.205 0.365 -0.17
H -5.829 1.909 0.360 0.12
C -5.320 0.006 -0.525 -0.20
N -4.169 -0.854 -0.611 0.00
C -4.203 -2.176 -0.382 -0.87
N -3.031 -2.868 -0.371 0.04
C -1.729 -2.433 -0.637 -0.23
C -0.686 -2.997 0.069 0.03
C 0.639 -2.598 -0.154 -0.13
C 0.904 -1.592 -1.122 -0.24
N 2.133 -1.107 -1.357 0.16
C 3.162 -1.582 -0.681 -0.28
N 4.393 -1.086 -1.004 -0.08
C 5.519 -1.096 -0.102 -0.14
H 5.499 -1.964 0.554 0.11
H 6.430 -1.137 -0.707 0.13
C 5.537 0.192 0.729 -0.18
N 5.624 1.335 -0.160 -0.23
C 5.755 2.577 0.568 -0.10
H 5.870 3.394 -0.143 0.08
H 4.885 2.790 1.210 0.09
H 6.645 2.531 1.194 0.08
C 4.488 1.353 -1.067 -0.18
H 4.594 2.211 -1.735 0.12
H 3.532 1.449 -0.522 0.12
C 4.462 0.062 -1.885 -0.14
H 3.592 0.044 -2.539 0.11
H 5.381 -0.017 -2.471 0.13
H 6.411 0.195 1.386 0.12
H 4.626 0.228 1.357 0.13
C 2.997 -2.621 0.280 0.05
C 1.760 -3.128 0.549 -0.21
C 1.581 -4.214 1.564 -0.04
H 2.540 -4.517 1.975 0.08
H 0.947 -3.871 2.380 0.09
H 1.107 -5.084 1.110 0.09
H 3.854 -3.025 0.797 0.10
C -0.172 -1.072 -1.870 0.00
C -1.454 -1.483 -1.641 -0.03
H -2.259 -1.110 -2.257 0.12
H 0.050 -0.343 -2.633 0.12
H -0.902 -3.753 0.809 0.12
H -3.130 -3.816 -0.033 0.12
S -5.605 -3.017 -0.107 0.61
H -3.289 -0.356 -0.545 0.10
H -5.606 0.335 -1.530 0.12
H -6.154 -0.562 -0.103 0.06
H -4.858 0.844 1.388 0.12
C -3.794 2.583 -1.273 -0.24
C -4.630 3.867 -1.233 -0.08
H -4.271 4.539 -0.456 0.07
H -5.678 3.646 -1.043 0.06
H -4.559 4.376 -2.190 0.07
H -4.188 1.926 -2.052 0.11
H -2.765 2.834 -1.545 0.12
H -3.796 2.979 1.737 0.12
H -2.446 3.313 0.643 0.12
H -1.869 2.051 2.781 0.11
H -2.713 0.658 2.103 0.11
H -0.338 2.094 0.840 0.11
H -1.195 0.740 0.108 0.08
H 0.864 -0.030 1.254 0.06
H 0.288 0.650 2.780 0.07
H -0.560 -0.708 2.036 0.07
```

The value obtained for the relative energy (zero: lowest compared OMol25 entry of this formula, charge and spin) is 0.6 kcal/mol. The net charge is 0. The calculation puts the HOMO energy at -0.27230 Eh. Its SMILES is CCCCN(CC)CCNC(=S)Nc1ccc2nc(N3CCN(C)CC3)cc(C)c2c1.



3.
Below is 8 unconnected molecules or ions with the total composition C24H39BFN8O4PS in a non-equilibrium geometry, with properties calculated with the ωB97M-V functional and the def2-TZVPD basis.

Structure (XYZ):
```
79
Properties=species:S:1:pos:R:3:lowdin_charge:R:1
C -1.910 -0.831 -4.445 -0.08
C -2.687 -0.476 -3.160 -0.13
B -1.753 0.147 -2.055 -0.43
O -1.911 1.465 -1.734 0.17
C -0.568 -0.663 -1.300 -0.14
C 0.671 -0.482 -2.184 -0.28
C 2.009 -0.600 -1.488 -0.02
F 0.628 0.776 -2.802 0.00
C -1.083 -2.106 -1.380 -0.47
O -0.869 -2.957 -2.223 0.10
N -1.845 -2.280 -0.217 0.09
C -0.941 -1.807 0.841 -0.38
P 0.400 -3.117 1.051 0.42
S 0.274 -4.111 2.745 0.05
C -0.427 -0.473 0.223 -0.20
C -1.167 0.700 0.894 -0.05
C -0.339 1.952 0.979 -0.45
O -0.679 3.048 0.604 0.12
O 0.897 1.739 1.563 0.06
H -1.184 -1.620 -4.272 0.06
H -1.380 0.031 -4.837 0.08
H -2.616 -1.213 -5.175 0.08
H -3.245 -1.350 -2.827 0.10
H -3.412 0.282 -3.448 0.07
H -2.808 1.735 -1.949 0.12
H 0.615 -1.224 -2.976 0.14
H 2.047 -1.392 -0.753 0.05
H 2.767 -0.813 -2.238 0.07
H 2.277 0.347 -1.034 0.07
H -2.207 -3.219 -0.072 0.06
H -1.362 -1.743 1.838 0.09
H 0.291 -4.006 -0.027 -0.02
H 1.668 -2.518 0.952 -0.03
H 0.584 -0.388 0.617 0.11
H -1.371 0.416 1.924 0.09
H -2.115 0.958 0.450 0.12
H 0.964 2.245 2.376 0.11
C -6.997 -1.175 -2.087 -0.07
C -6.388 -0.301 -3.078 -0.27
N -5.907 0.388 -3.858 0.14
H -6.350 -1.280 -1.217 0.08
H -7.953 -0.773 -1.756 0.08
H -7.168 -2.166 -2.503 0.08
C 1.404 0.158 5.061 -0.07
C 0.060 -0.131 4.591 -0.26
N -0.991 -0.376 4.204 0.16
H 2.121 -0.534 4.621 0.09
H 1.705 1.169 4.794 0.04
H 1.462 0.066 6.144 0.08
C 4.815 2.787 -0.275 -0.06
C 4.723 1.368 0.027 -0.28
N 4.642 0.249 0.266 0.14
H 5.558 2.969 -1.050 0.07
H 3.861 3.171 -0.632 0.09
H 5.097 3.356 0.609 0.08
C -2.078 5.958 -0.140 -0.08
C -2.815 7.211 -0.192 -0.29
N -3.396 8.199 -0.232 0.12
H -2.670 5.138 -0.542 0.08
H -1.159 6.021 -0.719 0.08
H -1.811 5.704 0.884 0.08
C -1.971 -6.816 0.437 -0.06
C -2.869 -5.680 0.329 -0.26
N -3.576 -4.778 0.266 0.14
H -2.423 -7.705 0.000 0.08
H -1.037 -6.614 -0.085 0.08
H -1.740 -7.019 1.481 0.08
C 4.159 1.336 7.672 -0.07
C 3.779 2.130 6.514 -0.28
N 3.479 2.754 5.600 0.14
H 3.372 1.352 8.424 0.09
H 4.339 0.300 7.386 0.08
H 5.069 1.727 8.122 0.08
C 5.131 0.508 -3.837 -0.07
C 5.263 1.950 -3.980 -0.28
N 5.362 3.088 -4.072 0.13
H 5.825 -0.009 -4.498 0.08
H 5.339 0.201 -2.812 0.07
H 4.120 0.192 -4.088 0.08
```

The net charge is 0. The calculation puts the HOMO energy at -0.31927 Eh. Its SMILES is CCB(O)[C@]1([C@H](C)F)C(=O)N[C@@H]([PH2]=S)[C@@H]1CC(=O)O.CC#N.CC#N.CC#N.CC#N.CC#N.CC#N.CC#N.



These records have HOMO-LUMO gap values of 8.06, 7.72, 8.85 eV, in the order they appear.